{
  "formula": "C3H4ClO4",
  "method": "ωB97M-V with the def2-TZVPD basis set",
  "species": ["C", "C", "C", "O", "O", "O", "O", "Cl", "H", "H", "H", "H"],
  "positions_angstrom": [[-1.26516, 0.72737, -2.70063], [0.39754, -0.09214, 1.75062], [1.15674, 0.47073, 0.61160], [-2.27744, 0.79224, -3.27411], [-0.20311, 0.71309, -2.23205], [1.74348, -0.55409, 0.02442], [1.32314, 1.61733, 0.15775], [-2.51807, -1.36434, -0.45881], [-0.53660, 0.42711, 1.98388], [0.09518, -1.20577, 1.54046], [0.92663, -0.18647, 2.69102], [1.15765, -1.34505, -0.09417]],
  "nbo_charge": [1.054, -0.741, 0.798, -0.538, -0.523, -0.712, -0.581, -0.988, 0.249, 0.241, 0.227, 0.513],
  "lumo_energy_ev": 3.48,
  "homo_ev": -4.231,
  "multiplicity": 1,
  "total_charge": -1
}

---

{
  "formula": "C3H4ClP",
  "method": "ωB97M-V with the def2-TZVPD basis set",
  "species": ["C", "C", "C", "P", "Cl", "H", "H", "H", "H"],
  "positions_angstrom": [[0.31489, -1.09856, 2.70064], [0.33146, -0.43590, 1.69937], [-0.38980, 1.12802, -1.55172], [0.66394, -0.16849, -0.10262], [-0.23340, -1.94591, -0.55060], [0.59170, -1.51540, 3.69768], [-0.43143, 2.16930, -1.30633], [-1.24530, 0.78021, -2.15387], [0.39795, 1.08673, -2.43256]],
  "nbo_charge": [-0.180, -0.405, -0.815, 0.766, -0.280, 0.252, 0.215, 0.227, 0.220],
  "smiles": "C#CP(C)Cl",
  "lumo_energy_ev": 0.22,
  "homo_ev": -8.968,
  "multiplicity": 1
}

---

{
  "formula": "C3H4CsO3",
  "method": "ωB97M-V with the def2-TZVPD basis set",
  "species": ["O", "C", "O", "H", "C", "C", "O", "H", "H", "H", "Cs"],
  "positions_angstrom": [[-1.17989, -2.78504, -3.36503], [-2.08733, -2.13015, -3.70709], [-3.09714, -1.65111, -4.00371], [1.31735, 2.35655, 1.53918], [0.83094, 1.36319, 1.13750], [0.23833, 1.10252, 2.48384], [1.78863, 0.48727, 0.72862], [0.01537, 1.55211, 0.39997], [0.86163, 0.91060, 3.36379], [-0.81768, 1.32233, 2.67186], [2.12979, -2.52828, -1.24895]],
  "mulliken_spin": [0.000, 0.000, 0.000, 0.092, -0.063, 0.839, 0.042, 0.019, 0.035, 0.008, 0.029],
  "lumo_energy_ev": [-1.03, -1.05],
  "homo_ev": [-5.135, -5.588],
  "multiplicity": 2
}

---

{
  "formula": "C3H4CsO4",
  "method": "ωB97M-V with the def2-TZVPD basis set",
  "species": ["O", "C", "C", "O", "C", "O", "O", "H", "H", "H", "Cs", "H"],
  "positions_angstrom": [[2.38691, 0.47573, 0.57429], [1.82844, -0.66354, 0.20928], [0.38757, -0.92799, 0.17577], [-0.34161, 0.26740, -0.32726], [-1.64520, 0.20165, -0.52158], [-2.29808, -0.80860, -0.62688], [-2.14016, 1.43691, -0.44294], [0.99830, -1.65783, -0.71405], [-0.13619, -1.26645, 1.07743], [-3.01303, 1.40804, -0.02953], [1.41245, 3.02622, 0.35202], [2.56060, -1.49153, 0.27345]],
  "mulliken_spin": [0.192, 0.654, -0.030, -0.013, 0.062, 0.007, -0.002, -0.012, 0.067, 0.002, 0.043, 0.030],
  "lumo_energy_ev": [-0.58, -0.62],
  "homo_ev": [-4.537, -7.777],
  "multiplicity": 2
}

---

| no. | molar mass (g/mol) | maximum force (eV/A) |
| --- | --- | --- |
| 1 | 139.514 | 3.62 |
| 2 | 106.492 | 3.19 |
| 3 | 220.967 | 1.83 |
| 4 | 236.966 | 4.06 |